Entry 1:
Molecular formula: C2H3Br2N3
Method: DFT, wB97M-V/def2-TZVPD

Kohn-Sham gap (spin up / spin down): 7.76 / 7.76 eV
molar mass: 228.88 g/mol
HOMO energy (spin up / spin down): -8.124 / -8.124 eV
E_tot: -146673.066 eV

ORCA input file:
```
! RIJCOSX wB97M-V def2-TZVPD def2/J DEFGRID3
* xyz 0 1
C 1.286 -0.178 0.751
C -0.689 -0.419 -0.693
N 0.640 0.901 1.066
N -0.280 1.554 0.538
N -1.010 0.809 -0.321
Br 2.381 -0.298 -0.892
Br -2.067 -1.715 -0.381
H 1.689 -0.846 1.508
H 0.146 -0.717 -1.365
H -2.096 0.909 -0.212
*
```



Entry 2:
Molecular formula: C2H3Br2N3
Method: DFT, wB97M-V/def2-TZVPD

Kohn-Sham gap: 9.73 eV
molar mass: 228.88 g/mol
HOMO energy: -9.087 eV
E_tot: -146674.567 eV

ORCA input file:
```
! RIJCOSX wB97M-V def2-TZVPD def2/J DEFGRID3
* xyz 0 1
C -0.906 -0.983 0.169
C -0.846 -2.365 -0.032
N 1.666 1.067 0.298
N 1.507 2.136 -0.039
N 1.240 3.340 -0.079
Br -2.511 -0.082 0.051
Br 0.777 -3.283 0.245
H 0.090 -0.588 0.242
H -1.727 -2.947 -0.030
H 0.710 3.705 -0.824
*
```



Entry 3:
Molecular formula: C2H3Br2OP
Method: DFT, wB97M-V/def2-TZVPD

Kohn-Sham gap (spin up / spin down): 8.90 / 5.17 eV
molar mass: 233.83 g/mol
HOMO energy (spin up / spin down): -10.908 / -8.887 eV
E_tot: -153541.836 eV

ORCA input file:
```
! RIJCOSX wB97M-V def2-TZVPD def2/J DEFGRID3
* xyz 0 1
C 1.612 -0.400 -1.950
C 0.429 -1.009 -2.122
O -0.861 1.218 -1.282
P -0.924 0.148 -2.256
Br -1.259 -3.324 1.154
Br -2.905 -1.074 -2.235
H 2.596 -0.934 -1.812
H 1.607 0.650 -1.801
H 0.325 -2.071 -2.211
*
```



Entry 4:
Molecular formula: C2H3BrCl2Si
Method: DFT, wB97M-V/def2-TZVPD

Kohn-Sham gap: 7.51 eV
molar mass: 205.94 g/mol
HOMO energy: -8.777 eV
E_tot: -105088.725 eV

ORCA input file:
```
! RIJCOSX wB97M-V def2-TZVPD def2/J DEFGRID3
* xyz 0 1
C -0.213 -0.503 0.667
C 0.689 -0.333 -0.294
Si 2.376 -1.116 -0.158
Cl 3.090 -1.894 1.537
Cl 3.210 -1.962 -1.738
Br 3.566 1.890 0.060
H -1.249 -0.049 0.705
H 0.065 -0.993 1.633
H 0.734 0.411 -1.067
*
```



Entry 5:
Molecular formula: C2H3BrClF
Method: DFT, wB97M-V/def2-TZVPD

Kohn-Sham gap (spin up / spin down): 8.49 / 8.63 eV
molar mass: 161.40 g/mol
HOMO energy (spin up / spin down): -8.609 / -8.479 eV
E_tot: -87401.532 eV

ORCA input file:
```
! RIJCOSX wB97M-V def2-TZVPD def2/J DEFGRID3
* xyz 0 1
C 0.371 0.659 -0.654
C -0.321 0.356 1.659
F 1.271 1.688 -0.564
Cl -1.262 1.813 1.810
Br 1.110 0.207 2.876
H -0.607 1.033 -0.828
H 0.897 -0.220 -1.009
H -0.915 -0.538 1.385
*
```



Entry 6:
Molecular formula: C2H3BrClF
Method: DFT, wB97M-V/def2-TZVPD

Kohn-Sham gap: 11.25 eV
molar mass: 161.40 g/mol
HOMO energy: -10.501 eV
E_tot: -87404.171 eV

ORCA input file:
```
! RIJCOSX wB97M-V def2-TZVPD def2/J DEFGRID3
* xyz 0 1
C -0.080 0.264 -0.661
C 1.321 -0.333 -0.118
F 0.164 1.014 -1.713
Cl 2.518 0.934 0.146
Br 1.827 -1.478 -1.564
H -0.302 1.065 0.134
H -0.778 -0.491 -0.983
H 1.195 -0.762 0.915
*
```



Entry 7:
Molecular formula: C2H3BrClNO2S
Method: DFT, wB97M-V/def2-TZVPD

Kohn-Sham gap: 8.39 eV
molar mass: 220.48 g/mol
HOMO energy: -9.809 eV
E_tot: -101104.033 eV

ORCA input file:
```
! RIJCOSX wB97M-V def2-TZVPD def2/J DEFGRID3
* xyz 0 1
C -1.248 0.145 0.031
C 0.175 -0.094 0.379
N 0.835 -0.919 -0.624
O 0.112 -1.473 -1.433
O 2.035 -0.832 -0.846
S 1.291 1.153 0.960
Cl 1.140 2.450 -0.568
Br 0.255 -1.297 2.117
H -1.578 0.717 0.874
H -1.917 -0.629 -0.080
H -1.101 0.776 -0.809
*
```



Entry 8:
Molecular formula: C2H3BrFI
Method: DFT, wB97M-V/def2-TZVPD

Kohn-Sham gap: 7.86 eV
molar mass: 252.85 g/mol
HOMO energy: -9.627 eV
E_tot: -82980.576 eV

ORCA input file:
```
! RIJCOSX wB97M-V def2-TZVPD def2/J DEFGRID3
* xyz 0 1
C 0.236 -0.114 0.762
C 0.342 1.013 1.485
F -0.741 1.794 1.604
Br 0.880 -0.100 -2.547
I -1.683 -1.127 0.577
H 0.264 -0.091 -0.775
H 1.022 -0.829 0.945
H 1.207 1.645 1.825
*
```



Entry 9:
Molecular formula: C2H3BrFNO2
Method: DFT, wB97M-V/def2-TZVPD

Kohn-Sham gap: 10.65 eV
molar mass: 171.95 g/mol
HOMO energy: -11.047 eV
E_tot: -80463.372 eV

ORCA input file:
```
! RIJCOSX wB97M-V def2-TZVPD def2/J DEFGRID3
* xyz 0 1
C -0.512 0.414 -0.214
C 1.236 0.006 0.016
N -1.356 -0.664 0.364
O -1.566 -0.587 1.558
O -1.721 -1.598 -0.331
F 1.621 -0.761 -0.936
Br 2.240 1.702 -0.206
H -0.653 1.523 0.105
H -0.658 0.539 -1.261
H 1.369 -0.574 0.905
*
```



Entry 10:
Molecular formula: C2H3BrFNO2
Method: DFT, wB97M-V/def2-TZVPD

Kohn-Sham gap (spin up / spin down): 9.96 / 6.84 eV
⟨S²⟩: 2.008
molar mass: 171.95 g/mol
HOMO energy (spin up / spin down): -9.300 / -10.931 eV
E_tot: -80461.820 eV

ORCA input file:
```
! RIJCOSX wB97M-V def2-TZVPD def2/J DEFGRID3
* xyz 0 3
C -0.946 0.837 -0.028
C 0.000 -0.278 -0.410
N 0.398 -1.371 0.402
O -0.001 -1.407 1.556
O 1.031 -2.267 -0.145
F 0.505 -0.302 -1.633
Br 2.586 1.361 0.265
H -0.410 1.721 -0.428
H -1.847 0.748 -0.631
H -1.317 0.958 1.051
*
```



Entry 11:
Molecular formula: C2H3BrI2
Method: DFT, wB97M-V/def2-TZVPD

Kohn-Sham gap (spin up / spin down): 7.48 / 6.53 eV
molar mass: 360.76 g/mol
HOMO energy (spin up / spin down): -9.251 / -8.848 eV
E_tot: -88364.457 eV

ORCA input file:
```
! RIJCOSX wB97M-V def2-TZVPD def2/J DEFGRID3
* xyz 0 1
C -0.899 0.011 -0.108
C 0.498 -0.318 0.270
Br 0.954 -0.238 2.093
I 1.289 -1.901 -0.836
I 2.066 1.959 -0.679
H -1.173 1.055 0.239
H -1.028 -0.039 -1.256
H -1.707 -0.529 0.278
*
```



Entry 12:
Molecular formula: C2H3BrI2
Method: DFT, wB97M-V/def2-TZVPD

Kohn-Sham gap (spin up / spin down): 7.75 / 7.99 eV
molar mass: 360.76 g/mol
HOMO energy (spin up / spin down): -8.259 / -8.310 eV
E_tot: -88362.370 eV

ORCA input file:
```
! RIJCOSX wB97M-V def2-TZVPD def2/J DEFGRID3
* xyz 0 1
C 0.676 -1.025 -0.525
C -0.340 0.861 0.815
Br 0.159 2.279 -0.294
I -0.182 -0.622 -2.310
I -2.344 0.269 0.805
H 1.624 -0.922 -0.265
H 0.163 -1.839 0.137
H 0.244 0.998 1.637
*
```



Entry 13:
Molecular formula: C2H3BrN2O
Method: DFT, wB97M-V/def2-TZVPD

Kohn-Sham gap: 8.98 eV
molar mass: 150.96 g/mol
HOMO energy: -9.959 eV
E_tot: -77189.718 eV

ORCA input file:
```
! RIJCOSX wB97M-V def2-TZVPD def2/J DEFGRID3
* xyz 0 1
C 0.328 -1.524 0.085
C 0.035 -0.209 -0.457
N 0.271 2.093 0.057
N 0.243 1.037 0.610
O 0.110 -2.572 -0.483
Br -2.062 -0.088 -0.309
H 0.585 -1.461 1.160
H 0.170 0.020 -1.535
H 0.320 2.705 0.873
*
```



Entry 14:
Molecular formula: C2H3BrN2S
Method: DFT, wB97M-V/def2-TZVPD

Kohn-Sham gap: 7.83 eV
molar mass: 167.03 g/mol
HOMO energy: -8.579 eV
E_tot: -85977.253 eV

ORCA input file:
```
! RIJCOSX wB97M-V def2-TZVPD def2/J DEFGRID3
* xyz 0 1
C -2.326 0.370 0.764
C 2.309 -0.351 -0.560
N -1.519 0.190 -0.182
N -0.811 -0.123 -1.023
S 1.840 1.134 -0.245
Br 4.133 -0.921 -0.024
H -2.136 0.208 1.776
H -3.318 0.657 0.475
H 1.829 -1.164 -0.982
*
```



Entry 15:
Molecular formula: C2H3BrO
Method: DFT, wB97M-V/def2-TZVPD

Kohn-Sham gap (spin up / spin down): 7.40 / 7.85 eV
⟨S²⟩: 2.007
molar mass: 122.95 g/mol
HOMO energy (spin up / spin down): -6.515 / -10.533 eV
E_tot: -74207.776 eV

ORCA input file:
```
! RIJCOSX wB97M-V def2-TZVPD def2/J DEFGRID3
* xyz 0 3
C 0.797 -0.916 -0.885
C -0.730 -0.944 -0.149
O 1.597 -0.108 -0.446
Br -1.634 0.175 -1.403
H 0.991 -1.267 -1.946
H -1.290 -1.929 -0.058
H -0.661 -0.506 0.901
*
```



Entry 16:
Molecular formula: C2H3BrO2
Method: DFT, wB97M-V/def2-TZVPD

Kohn-Sham gap: 11.08 eV
molar mass: 138.95 g/mol
HOMO energy: -10.379 eV
E_tot: -76255.875 eV

ORCA input file:
```
! RIJCOSX wB97M-V def2-TZVPD def2/J DEFGRID3
* xyz 0 1
C -0.714 -0.696 1.126
C 0.100 0.425 1.426
O -2.002 -0.439 0.539
O -0.898 -0.916 -0.186
Br 1.850 -0.075 0.916
H -0.510 -1.478 1.737
H 0.143 0.768 2.473
H -0.137 1.329 0.734
*
```



Entry 17:
Molecular formula: C2H3BrOS
Method: DFT, wB97M-V/def2-TZVPD

Kohn-Sham gap (spin up / spin down): 7.32 / 7.09 eV
molar mass: 155.02 g/mol
HOMO energy (spin up / spin down): -8.841 / -8.491 eV
E_tot: -85042.239 eV

ORCA input file:
```
! RIJCOSX wB97M-V def2-TZVPD def2/J DEFGRID3
* xyz 0 1
C 0.491 -0.775 0.299
C 0.663 0.454 -0.506
O -2.086 0.916 0.922
S -2.144 -0.412 1.638
Br 0.918 -2.476 -0.501
H -0.154 1.254 -0.367
H 1.541 0.653 0.073
H 0.770 0.385 -1.558
*
```



Entry 18:
Molecular formula: C2H3BrS
Method: DFT, wB97M-V/def2-TZVPD

Kohn-Sham gap: 5.54 eV
molar mass: 139.02 g/mol
HOMO energy: -7.741 eV
E_tot: -82997.826 eV

ORCA input file:
```
! RIJCOSX wB97M-V def2-TZVPD def2/J DEFGRID3
* xyz 0 1
C 1.004 -1.429 -0.007
C 0.164 -0.291 -0.013
S 1.769 -2.753 0.002
Br 3.577 0.622 0.000
H -0.883 -0.585 -0.129
H 0.450 0.380 -0.828
H 0.281 0.265 0.922
*
```



Entry 19:
Molecular formula: C2H3Cl2N
Method: DFT, wB97M-V/def2-TZVPD

Kohn-Sham gap: 9.20 eV
molar mass: 111.96 g/mol
HOMO energy: -8.299 eV
E_tot: -28654.823 eV

ORCA input file:
```
! RIJCOSX wB97M-V def2-TZVPD def2/J DEFGRID3
* xyz 0 1
C 0.940 -0.024 -0.523
C -0.548 0.323 0.526
N 0.105 -0.916 0.214
Cl 2.359 0.658 0.158
Cl -2.141 0.588 -0.091
H 0.775 0.193 -1.548
H -0.040 0.774 1.268
H -0.446 -1.446 -0.456
*
```



Entry 20:
Molecular formula: C2H3Cl2N
Method: DFT, wB97M-V/def2-TZVPD

Kohn-Sham gap: 11.17 eV
molar mass: 111.96 g/mol
HOMO energy: -10.546 eV
E_tot: -28655.190 eV

ORCA input file:
```
! RIJCOSX wB97M-V def2-TZVPD def2/J DEFGRID3
* xyz 0 1
C -0.344 0.871 -0.371
C -0.073 0.638 1.018
N -0.901 1.547 0.765
Cl -1.268 -0.445 -1.037
Cl 1.630 -2.129 -0.332
H 0.296 1.195 -1.249
H 0.312 0.043 1.856
H 0.347 -1.719 -0.649
*
```